No. 1
{
  "formula": "C18H28N2O2S",
  "method": "the ωB97M-V functional and the def2-TZVPD basis",
  "lumo_ev": 0.7,
  "homo_ev": -8.212,
  "homo_lumo_gap_ha": 0.3270,
  "species": ["H", "H", "C", "H", "H", "O", "H", "H", "H", "H", "N", "H", "H", "H", "C", "H", "H", "S", "H", "H", "H", "H", "H", "N", "C", "C", "C", "H", "C", "C", "C", "H", "C", "C", "H", "C", "H", "C", "C", "H", "C", "H", "H", "O", "H", "H", "C", "C", "C", "C", "H"],
  "positions_angstrom": [[1.9550, -0.4562, 0.8698], [-1.5397, 2.1995, 2.1226], [-4.0862, -0.5427, 0.9356], [-5.1277, -0.2416, 1.0609], [-2.9691, 3.2435, -1.0033], [-4.7779, 1.7921, -0.4423], [-4.5651, -1.0098, -1.1148], [-0.7436, 3.0176, -1.9933], [1.6448, 2.9211, -1.5732], [1.7743, -3.6625, -1.7976], [-2.6863, 2.6078, -0.2702], [4.6738, 2.6448, 0.4950], [3.5896, 3.3376, -0.7275], [3.0165, 0.9803, -1.4748], [0.5124, 2.2522, 1.5498], [3.1794, -2.5217, -0.0913], [4.7452, 1.3260, -1.6228], [-1.3710, -2.0508, 0.5166], [2.4077, -2.4397, 2.2689], [0.8862, 2.0630, 2.5433], [-0.1655, -0.1511, -0.2774], [1.5972, -1.1986, -1.5995], [-2.2961, 0.5181, 0.9969], [-3.2841, 0.6551, 0.8426], [3.9262, 1.1990, -0.9201], [2.3300, -3.1335, 0.2239], [0.1527, -1.1701, -0.0287], [-4.3615, -2.4236, -0.0672], [-3.6619, 1.6690, 0.0186], [1.4385, 2.4454, 0.5225], [0.9685, 2.7359, -0.7538], [-3.7550, -1.0888, 1.8205], [-0.8424, 2.3150, 1.3072], [0.7778, -1.8336, -1.2499], [4.1478, 0.3550, -0.2711], [1.6818, -2.5128, 1.4570], [0.0441, -1.9015, -2.0568], [3.7636, 2.4661, -0.0843], [-2.5326, -1.5622, -0.8150], [0.8601, -3.1485, 1.7928], [-1.3170, 2.5625, 0.0177], [-2.4784, -2.3127, -1.6046], [2.7049, -4.1303, 0.4630], [2.7469, 2.3521, 0.8899], [0.4859, -3.8593, -0.6028], [-2.1789, -0.6077, -1.2080], [-3.9645, -1.4372, -0.3089], [1.3155, -3.2199, -0.9112], [1.1342, -1.1256, 1.1365], [-0.3925, 2.7935, -0.9959], [0.6365, -0.7102, 2.0146]]
}

---

No. 2
{
  "formula": "C18H28N4O6",
  "method": "the ωB97M-V functional and the def2-TZVPD basis",
  "lumo_ev": 0.3,
  "homo_ev": -8.684,
  "homo_lumo_gap_ha": 0.3310,
  "species": ["C", "C", "C", "H", "O", "N", "C", "N", "C", "H", "C", "O", "H", "C", "H", "C", "O", "C", "H", "C", "H", "O", "H", "H", "H", "O", "H", "O", "C", "H", "C", "H", "H", "H", "H", "C", "N", "H", "C", "N", "H", "H", "C", "C", "C", "H", "H", "H", "C", "H", "H", "H", "H", "H", "H", "H"],
  "positions_angstrom": [[-5.7370, -1.2076, -0.2742], [0.8333, -0.4571, -0.0354], [-1.9442, -0.3388, -0.4886], [7.1137, 1.4132, -0.9392], [-6.3642, -1.4513, -1.2962], [5.7599, -0.0449, -0.2086], [3.0628, 2.7318, -0.4416], [-6.3765, -0.6544, 0.7617], [3.6782, 4.1218, -0.1798], [-3.9573, -1.6350, 0.8557], [-4.9185, -4.3041, 0.5515], [3.0308, 6.3705, 0.0061], [0.8609, 5.7317, 0.1936], [2.6334, 5.2205, -0.0121], [2.6738, -0.6766, -0.6022], [-1.0563, -0.4431, -1.5785], [4.4959, 1.7332, -2.0356], [-5.8166, -0.2714, 2.0579], [6.3840, -2.0554, 0.0398], [4.1362, 1.7409, -0.8671], [-4.9450, 0.3718, 1.9238], [1.3297, 4.8864, 0.1166], [-3.8137, 0.6251, -0.2156], [4.2994, 4.0894, 0.7185], [-4.4995, -3.8478, 1.4450], [2.1663, -0.5342, 0.2026], [-4.9214, -5.3869, 0.6680], [-3.6160, -4.8481, -1.3525], [0.3340, -0.4994, -1.3551], [4.2917, 0.9034, 0.9984], [-4.0697, -3.9546, -0.6550], [4.6518, -1.7800, 0.2934], [-7.3609, -0.4922, 0.6062], [1.0141, -0.5796, -2.1900], [2.5492, 2.3684, 0.4530], [7.1087, 0.5448, -0.2727], [4.7162, 0.8998, 0.0721], [-5.5303, -1.1623, 2.6194], [-4.2218, -1.4873, -0.1891], [-3.8009, -2.6813, -0.9342], [7.4345, 0.8671, 0.7210], [7.8288, -0.1830, -0.6585], [-0.0536, -0.3361, 1.0523], [-3.4431, -0.2713, -0.7139], [-1.4402, -0.2769, 0.8252], [2.3225, 2.7960, -1.2454], [-2.1158, -0.1838, 1.6628], [-5.9373, -3.9602, 0.3840], [5.6483, -1.3569, 0.4507], [5.8202, -1.2606, 1.5274], [4.3189, 4.3967, -1.0238], [-3.6484, -0.1551, -1.7797], [0.3424, -0.2954, 2.0555], [-3.2459, -2.5370, -1.7615], [-6.5654, 0.2759, 2.6331], [-1.4400, -0.4791, -2.5893]]
}

---

No. 3
{
  "formula": "C18H28N5O4S2Ti",
  "method": "the ωB97M-V functional and the def2-TZVPD basis",
  "lumo_ev": [2.8, 2.8],
  "homo_ev": [-3.409, -4.422],
  "spin_multiplicity": 3,
  "total_charge": -1,
  "homo_lumo_gap_ha": [0.2274, 0.2641],
  "species": ["H", "C", "H", "H", "H", "C", "O", "H", "S", "H", "H", "N", "N", "H", "H", "O", "C", "C", "C", "H", "C", "C", "H", "C", "C", "C", "H", "Ti", "H", "O", "H", "C", "H", "H", "H", "N", "H", "C", "C", "H", "C", "C", "H", "H", "H", "C", "H", "O", "H", "H", "H", "N", "N", "C", "H", "C", "S", "H"],
  "positions_angstrom": [[2.7829, 0.0232, -2.5747], [1.1484, -2.6835, 0.4376], [-2.9921, 3.5075, -0.4372], [0.6241, -0.1969, -5.5816], [2.6961, 1.2021, -3.8961], [-1.1278, 3.0134, 0.4693], [0.2934, 0.8914, -1.2360], [-0.4070, 1.8223, 3.4087], [2.6809, 1.5215, 0.5807], [-1.9865, -1.0252, -1.6613], [-0.4965, 3.1755, -0.4003], [-2.4897, 1.4952, -0.8952], [1.7862, 0.6413, 2.9949], [-3.3548, -1.7834, -0.8204], [3.7508, 3.0243, 2.5789], [1.1504, -1.5238, -0.2038], [2.3497, 0.2226, -3.5576], [1.1853, -5.0942, 0.3383], [1.1773, -2.7388, 1.8474], [0.3337, 1.4987, -5.0970], [-2.6510, -0.9467, -0.7980], [-1.1947, 1.9438, 2.6757], [-4.1040, 0.3811, -1.6969], [0.8232, 0.1913, -3.4743], [2.4554, 1.5141, 2.3102], [-2.2356, 0.9034, 2.9067], [0.4296, 2.3852, 1.5519], [0.4925, 0.0763, 0.4073], [3.1429, 2.3529, 4.0165], [0.3707, -1.0845, -3.0646], [-3.1301, 2.3455, 0.8741], [-2.5288, 2.6162, 0.0044], [1.1551, -3.8054, -1.3780], [1.6621, -1.6436, 3.6829], [-2.0582, 0.1300, 3.6462], [2.9849, 2.5651, 3.0418], [-4.0140, 0.4663, 0.0656], [0.4401, 1.2964, -2.4586], [1.2021, -5.1626, 1.7373], [1.2132, -6.1214, 2.2409], [1.1684, -3.8746, -0.2964], [-3.4115, 0.3843, -0.8429], [1.1883, -6.0040, -0.2513], [-3.2748, 1.0902, 2.6536], [-1.2018, 3.9548, 1.0245], [1.3297, -1.5484, 2.6554], [0.6545, -1.2433, -2.1553], [0.3350, 2.4600, -2.8148], [-0.8875, 0.2544, -4.7649], [-2.2025, 1.7537, -1.8242], [2.6886, -0.5468, -4.2543], [-0.4818, 1.9962, 1.3392], [1.2183, -0.3472, 2.1800], [1.2086, -3.9949, 2.4663], [-1.6333, 2.9351, 2.8240], [0.1853, 0.4567, -4.8216], [-1.6815, -1.0917, 0.7455], [1.2378, -4.0311, 3.5516]]
}

---

No. 4
{
  "formula": "C18H28N5O6SSiTc",
  "method": "the ωB97M-V functional and the def2-TZVPD basis",
  "lumo_ev": [-3.0, -4.4],
  "homo_ev": [-11.438, -11.626],
  "spin_multiplicity": 4,
  "total_charge": 1,
  "homo_lumo_gap_ha": [0.3102, 0.2672],
  "species": ["H", "H", "H", "H", "H", "C", "O", "H", "N", "H", "N", "O", "H", "S", "C", "H", "H", "C", "O", "N", "C", "H", "H", "C", "H", "H", "C", "H", "H", "H", "H", "C", "H", "C", "C", "H", "N", "C", "Tc", "H", "C", "C", "H", "O", "Si", "O", "H", "H", "C", "H", "H", "C", "C", "C", "H", "N", "C", "H", "C", "O"],
  "positions_angstrom": [[0.2656, -3.4421, 3.9479], [2.5709, -3.1194, 3.1645], [-3.7299, 0.3060, -2.9992], [-5.5988, 1.4622, -0.7762], [-3.4836, 4.5808, -2.8658], [2.3258, -2.9369, -0.8640], [1.9944, 0.7529, 1.8250], [0.9234, -4.7120, 2.2296], [1.4171, -2.7930, 1.4247], [3.1488, -3.9054, 0.8671], [1.6861, -0.0160, -0.3200], [-1.2029, -2.7277, 0.6858], [-1.7966, 2.7171, 2.9954], [-1.2556, -0.4780, -1.4930], [3.2254, 1.7420, -0.0363], [-5.3434, 3.0948, -0.1552], [-5.9232, 2.8610, -1.8013], [-2.4323, 1.7848, -0.2359], [1.0693, -2.6055, -1.1472], [-0.9376, 0.2754, 0.9067], [-2.8797, 4.1295, -2.0757], [-3.0894, 3.4052, 1.0075], [2.9265, 2.7817, 0.1057], [0.6580, -2.4342, 3.8039], [3.3322, -2.1532, 0.8432], [4.4125, 2.7415, -2.1905], [-0.9861, 0.9971, 2.0317], [-1.2239, -1.9346, 3.5358], [1.0374, -2.0867, 4.7681], [0.8106, -4.5753, 0.4707], [-2.3907, 1.2857, -3.6136], [-3.3963, 1.3261, -3.1931], [4.2313, 1.6020, 0.3640], [3.9545, 1.8071, -2.5026], [2.6415, -2.9688, 0.6239], [-2.9285, 4.7906, -1.2082], [1.9866, -0.3149, -2.6451], [-0.8611, -3.7540, 1.4605], [0.1220, -1.4113, 0.1464], [-4.0564, 1.7484, -3.9555], [-2.4748, 2.5127, 0.9557], [0.6299, -4.0551, 1.4116], [-0.4102, 0.6314, 2.8651], [3.1734, -3.1093, -1.6965], [-3.5022, 2.4136, -1.6859], [-0.3576, -1.5660, 3.3250], [3.3493, 2.0126, -3.3855], [2.2411, -1.4198, 2.7740], [2.2630, 0.3029, -1.5101], [2.5638, -0.1586, -3.4545], [1.4814, -1.1939, -2.5968], [2.2476, 0.8023, 0.6466], [-1.7556, 2.1387, 2.0840], [1.8056, -2.4162, 2.8180], [-1.8443, 4.1044, -2.4218], [3.1205, 1.3193, -1.4189], [-5.2494, 2.4622, -1.0400], [4.7448, 1.0960, -2.7511], [-1.6150, 0.6614, -0.1926], [-1.6353, -4.3614, 2.1443]]
}

---

Quick rundown of ΔE to the lowest compared entry with this formula, charge and spin, same order as above: 34.41, 298.43, 80.82, 0.00 kJ/mol